# C7H3O3S

2 unconnected molecules or ions with the total composition C7H3O3S (wB97M-V/def2-TZVPD, OMol25).

CARTESIAN COORDINATES (ANGSTROEM)
C -0.049 -0.545 0.413
C -0.930 0.579 0.338
C -0.148 -1.720 -0.365
C -2.156 0.617 -0.395
C -2.668 -0.522 -1.182
C -3.392 -1.290 1.712
C -3.058 1.622 -0.482
O -2.403 -1.080 2.303
O -3.837 2.536 -0.574
O -4.373 -1.530 1.147
S -1.558 -1.772 -1.362
H 0.946 -0.340 0.957
H -0.793 1.404 1.086
H 0.467 -2.640 -0.204

Calculated values
Largest force on an atom (Eh/bohr): 0.0687
Kohn-Sham gap (eV): 4.89
Net charge: -1